{
  "formula": "C3H11NP",
  "method": "ωB97M-V with the def2-TZVPD basis set",
  "symbols": ["C", "C", "C", "N", "P", "H", "H", "H", "H", "H", "H", "H", "H", "H", "H", "H"],
  "coordinates": [[-0.338, -0.116, 1.547], [-1.840, -0.656, -0.202], [-0.911, 1.586, 0.006], [-1.005, 0.257, 0.536], [2.456, -0.712, -0.588], [-0.394, -1.137, 1.898], [3.028, -1.933, -0.281], [0.285, 0.579, 2.093], [-2.063, -0.254, -1.188], [-1.352, -1.624, -0.320], [-2.781, -0.814, 0.328], [-1.892, 1.945, -0.306], [-0.484, 2.278, 0.729], [-0.263, 1.566, -0.877], [2.865, -0.767, -1.908], [3.577, -0.006, -0.191]],
  "orbital_gap_ev": 8.974,
  "de_lowest_ev": 3.042,
  "spin_multiplicity": 1,
  "max_force_ev_per_a": 1.44,
  "homo_energy_ha": -0.5048,
  "charge": 1
}